{"formula": "C22H30O2SiZr", "method": "wB97M-V/def2-TZVPD", "elements": ["C", "C", "C", "H", "C", "C", "H", "H", "H", "H", "Zr", "C", "H", "H", "H", "Si", "C", "C", "H", "C", "H", "C", "H", "C", "H", "C", "H", "C", "C", "H", "C", "H", "C", "H", "C", "H", "C", "H", "H", "H", "C", "O", "C", "C", "O", "C", "H", "H", "H", "H", "H", "H", "H", "H", "H", "H"], "positions_angstrom": [[1.2431, 1.6380, 4.1776], [1.4725, 2.3503, 2.9546], [0.2118, 2.4629, 2.2580], [2.4181, 2.8323, 2.6850], [-0.7882, 1.7696, 3.0470], [-0.1295, 1.2480, 4.2308], [-0.6019, 0.7850, 5.1022], [1.9443, 1.5795, 5.0138], [0.0130, 3.0690, 1.3709], [-1.8647, 1.7579, 2.8667], [0.6548, 0.1268, 2.2191], [-2.7105, 2.2341, -0.8369], [-2.7910, 2.4318, -1.9295], [-1.8037, 2.6799, -0.4175], [-2.5379, 1.1606, -0.6711], [-0.2705, -0.8900, -1.7831], [1.4012, -0.7838, -2.5739], [2.1243, 0.4302, -2.5615], [1.7739, 1.2853, -1.9805], [3.2772, 0.5716, -3.3470], [3.8127, 1.5306, -3.3789], [3.7413, -0.5108, -4.1086], [4.6402, -0.3979, -4.7302], [3.0587, -1.7371, -4.0713], [3.4313, -2.5815, -4.6528], [1.8977, -1.8814, -3.3077], [1.3543, -2.8265, -3.3058], [-1.3063, -0.2687, -3.2719], [-0.8006, 0.2422, -4.5017], [0.2359, 0.0530, -4.8005], [-1.5792, 1.0538, -5.3369], [-1.1391, 1.4837, -6.2390], [-2.8875, 1.3744, -4.9896], [-3.4666, 2.0832, -5.5805], [-3.4159, 0.8277, -3.8171], [-4.4006, 1.1399, -3.4748], [-2.6793, -0.0469, -3.0115], [-3.1499, -0.4876, -2.1216], [-0.5678, -2.3426, -1.2906], [-3.6543, 2.5305, -0.4123], [2.7839, -1.1385, 4.3717], [1.7030, -1.3544, 3.4424], [1.0128, -2.6700, 3.4350], [-0.5015, -2.5095, 3.4239], [-0.8940, -1.2122, 2.8883], [-2.2912, -0.9568, 2.8115], [3.3792, -2.0524, 4.5097], [2.3907, -0.7975, 5.3383], [3.3989, -0.3448, 3.9455], [1.3368, -3.1760, 2.5170], [1.3192, -3.2386, 4.3207], [-0.9732, -3.2650, 2.7883], [-0.9089, -2.5826, 4.4364], [-2.8049, -1.9056, 2.6384], [-2.6486, -0.4961, 3.7369], [-2.4637, -0.2771, 1.9747]], "nbo_charge": [-0.317, -0.362, -0.371, 0.292, -0.417, -0.347, 0.274, 0.278, 0.302, 0.290, 1.810, -0.851, 0.243, 0.197, 0.189, 1.177, -0.551, -0.217, 0.210, -0.195, 0.229, -0.187, 0.237, -0.196, 0.235, -0.206, 0.224, -0.537, -0.111, 0.219, -0.226, 0.235, -0.161, 0.237, -0.228, 0.226, -0.178, 0.205, -0.159, 0.226, -0.253, -0.665, -0.103, -0.097, -0.634, -0.259, 0.236, 0.212, 0.218, 0.230, 0.255, 0.241, 0.225, 0.230, 0.215, 0.234], "homo_energy_ha": [-0.4521, -0.4522], "charge": 2, "orbital_gap_ev": [4.34, 4.34], "spin_multiplicity": 1}


{"formula": "C22H31AuN2OSSi2", "method": "wB97M-V/def2-TZVPD", "elements": ["Au", "C", "C", "N", "C", "C", "C", "S", "N", "C", "O", "C", "C", "C", "C", "C", "C", "H", "H", "H", "H", "H", "H", "H", "H", "H", "H", "H", "H", "H", "H", "H", "C", "Si", "C", "C", "C", "C", "C", "C", "C", "Si", "C", "C", "H", "H", "H", "H", "H", "H", "H", "H", "H", "H", "H", "H", "H", "H", "H", "H"], "positions_angstrom": [[0.1746, 0.0814, 0.1067], [-5.1328, 3.2338, 1.3993], [-4.8402, 1.9703, 2.2084], [-3.4171, 1.7863, 2.5006], [-2.9280, 2.2725, 3.7863], [-2.4754, 3.7339, 3.8054], [-2.6034, 1.3844, 1.4874], [-0.8764, 1.4514, 1.8456], [-3.2149, 1.0091, 0.3904], [-2.7824, 0.5694, -0.7939], [-1.5958, 0.4335, -1.1796], [-3.8452, 0.2510, -1.7726], [-3.5029, -0.3310, -2.9950], [-4.4656, -0.5640, -3.9594], [-5.7892, -0.2167, -3.7234], [-6.1405, 0.3612, -2.5102], [-5.1802, 0.5914, -1.5432], [-6.2021, 3.3080, 1.1973], [-4.5986, 3.1987, 0.4504], [-4.8140, 4.1202, 1.9456], [-5.1896, 1.0928, 1.6686], [-5.3621, 2.0159, 3.1643], [-2.1051, 1.6319, 4.0978], [-3.7457, 2.1402, 4.4959], [-1.7357, 3.9120, 3.0281], [-2.0126, 3.9478, 4.7696], [-3.3144, 4.4137, 3.6609], [-2.4666, -0.5869, -3.1721], [-4.1865, -1.0121, -4.9044], [-6.5387, -0.3949, -4.4833], [-7.1722, 0.6359, -2.3309], [-5.4386, 1.0526, -0.6017], [0.2152, -2.5758, -2.1765], [1.1745, -0.9847, -1.8508], [1.0392, 0.1677, -3.3312], [2.9592, -1.2766, -1.2888], [3.8513, -1.8985, -2.1679], [5.1675, -2.1424, -1.8042], [5.6128, -1.7615, -0.5468], [4.7365, -1.1410, 0.3309], [3.4084, -0.8931, -0.0242], [2.2706, -0.0565, 1.2408], [2.0990, -1.0861, 2.8149], [2.9216, 1.6474, 1.7284], [0.5825, -3.0968, -3.0648], [-0.8383, -2.3352, -2.3361], [0.2784, -3.2581, -1.3287], [1.4125, -0.2950, -4.2477], [1.5911, 1.0931, -3.1630], [-0.0102, 0.4311, -3.4766], [3.5175, -2.2025, -3.1557], [5.8456, -2.6293, -2.4944], [6.6369, -1.9488, -0.2479], [5.0876, -0.8431, 1.3147], [3.0383, -1.1431, 3.3692], [1.7685, -2.0996, 2.5860], [1.3509, -0.6209, 3.4608], [3.8439, 1.5783, 2.3080], [2.1711, 2.1511, 2.3426], [3.1089, 2.2671, 0.8508]], "lowdin_charge": [0.644, -0.071, -0.208, -0.128, -0.261, -0.085, -0.670, 0.617, 0.095, -0.417, -0.160, -0.131, -0.019, -0.076, -0.082, -0.077, -0.018, 0.076, 0.067, 0.060, 0.101, 0.113, 0.076, 0.113, 0.049, 0.076, 0.061, 0.098, 0.104, 0.102, 0.103, 0.090, -0.208, 0.515, -0.205, -0.325, -0.105, -0.090, -0.089, -0.105, -0.323, 0.447, -0.214, -0.211, 0.028, 0.010, 0.026, 0.029, 0.029, 0.012, 0.100, 0.101, 0.101, 0.099, 0.027, 0.026, 0.015, 0.029, 0.009, 0.028], "homo_energy_ha": -0.3021, "orbital_gap_ev": 8.19, "spin_multiplicity": 1, "relative_energy_kcal_mol": 0.00}


{"formula": "C22H31BN3O6S", "method": "wB97M-V/def2-TZVPD", "elements": ["C", "B", "O", "C", "S", "C", "C", "C", "C", "N", "O", "C", "C", "C", "C", "H", "H", "H", "H", "H", "H", "H", "H", "H", "H", "H", "H", "H", "H", "H", "H", "H", "H", "H", "H", "H", "C", "C", "C", "C", "C", "C", "N", "O", "O", "H", "H", "H", "H", "H", "C", "C", "C", "C", "C", "C", "N", "O", "O", "H", "H", "H", "H", "H"], "positions_angstrom": [[-1.5644, -0.0791, -1.1880], [-1.4912, -1.6689, -1.4008], [-2.6212, -2.2568, -2.0350], [-0.2472, -2.5985, -0.9703], [-0.0447, -3.8492, -2.3579], [-0.4863, -3.4380, 0.3269], [-0.2532, -2.6428, 1.6340], [-1.4509, -1.6918, 2.0242], [-0.2247, -3.7162, 2.7860], [0.9867, -1.8574, 1.7354], [1.7296, -2.1154, 2.7399], [1.6918, -1.4724, 0.5164], [1.8634, 0.1035, 0.5471], [3.1671, -2.0240, 0.6116], [1.1395, -1.8771, -0.8765], [-2.1079, 0.1829, -0.2657], [-2.0313, 0.3516, -2.0952], [-0.5555, 0.3673, -1.1055], [-3.1148, -2.8018, -1.4223], [-1.0164, -4.7611, -2.0141], [0.1348, -4.3493, 0.3415], [-1.5398, -3.7819, 0.3534], [-1.3689, -0.7054, 1.5476], [-2.3603, -2.1648, 1.5935], [-1.6144, -1.6581, 3.1081], [-1.1406, -4.3276, 2.6314], [-0.3048, -3.2675, 3.7805], [0.6209, -4.4106, 2.6751], [2.7478, 0.3264, 1.1770], [2.0822, 0.5261, -0.4434], [1.0142, 0.5854, 1.0603], [3.6225, -1.8130, -0.3777], [3.1816, -3.1207, 0.7233], [3.7646, -1.4949, 1.3601], [1.0906, -0.9916, -1.5344], [1.8815, -2.5392, -1.3621], [7.1929, 3.7679, 1.6598], [7.5737, 2.7993, 0.7388], [6.6593, 2.3271, -0.1912], [5.3688, 2.8370, -0.1896], [4.9749, 3.7990, 0.7294], [5.8947, 4.2639, 1.6578], [4.4088, 2.3594, -1.1825], [4.7754, 1.5039, -1.9581], [3.2988, 2.8451, -1.1753], [7.9107, 4.1382, 2.3812], [8.5847, 2.4143, 0.7443], [6.9611, 1.5736, -0.9049], [3.9674, 4.1904, 0.7308], [5.6009, 5.0157, 2.3782], [-6.6536, 2.7920, -3.0349], [-5.4582, 2.1109, -2.8405], [-5.2005, 1.4927, -1.6259], [-6.1507, 1.5605, -0.6162], [-7.3450, 2.2439, -0.7968], [-7.5936, 2.8619, -2.0136], [-5.8970, 0.8898, 0.6600], [-4.8384, 0.3143, 0.8020], [-6.7620, 0.9429, 1.5054], [-6.8541, 3.2692, -3.9862], [-4.7278, 2.0594, -3.6371], [-4.2680, 0.9650, -1.4840], [-8.0814, 2.2992, -0.0076], [-8.5221, 3.3954, -2.1676]], "mulliken_spin": [-0.001, -0.004, 0.000, 0.004, 0.001, 0.008, 0.003, 0.020, 0.016, 0.358, 0.533, -0.003, 0.026, 0.025, 0.024, 0.000, 0.000, 0.000, 0.000, 0.000, 0.001, 0.002, 0.008, 0.001, -0.009, -0.001, 0.000, 0.002, -0.004, 0.002, -0.004, 0.000, -0.001, -0.002, -0.001, -0.003, 0.000, 0.000, 0.000, 0.000, 0.000, 0.000, 0.000, 0.000, 0.000, 0.000, 0.000, 0.000, 0.000, 0.000, 0.000, 0.000, 0.000, 0.000, 0.000, 0.000, 0.000, 0.000, 0.000, 0.000, 0.000, 0.000, 0.000, 0.000], "homo_energy_ha": [-0.2917, -0.3250], "orbital_gap_ev": [7.39, 8.30], "spin_multiplicity": 2, "relative_energy_kcal_mol": 15.42}